No. 1
Below is a 2-piece molecular cluster, C8H17F2O4P overall at a distorted geometry, with properties calculated with ωB97M-V with the def2-TZVPD basis set.

```
32
Properties=species:S:1:pos:R:3:nbo_charge:R:1
C -3.47 0.54 0.73 -0.669
C 0.87 -2.96 -0.89 -0.647
C 2.09 3.02 0.03 -0.629
C -2.68 -0.02 -0.50 -0.100
C 0.14 -3.07 0.49 -0.058
C 0.91 2.15 0.48 -0.095
C -0.68 -0.70 0.32 0.137
C 3.98 -0.40 -0.28 0.549
O -0.03 -0.12 -2.37 -1.033
O -1.86 -1.11 -0.26 -0.505
O -0.05 -1.72 1.01 -0.549
O 0.16 1.65 -0.64 -0.821
F 4.23 -1.68 0.11 -0.335
F 3.94 0.33 0.86 -0.350
P 0.44 0.12 -1.02 1.655
H -4.37 1.21 0.52 0.232
H -3.99 -0.42 1.11 0.216
H -2.84 1.15 1.55 0.217
H 1.99 -3.28 -0.75 0.210
H 0.41 -3.67 -1.64 0.220
H 0.94 -2.00 -1.36 0.212
H 2.62 2.38 -0.62 0.205
H 1.87 4.03 -0.44 0.219
H 2.78 3.28 0.83 0.220
H -2.25 0.92 -0.81 0.189
H -3.25 -0.51 -1.32 0.211
H 0.73 -3.63 1.20 0.198
H -0.78 -3.53 0.33 0.178
H 0.32 2.91 0.92 0.200
H 1.27 1.26 1.03 0.190
H -0.61 0.18 1.09 0.198
H 4.62 0.07 -1.08 0.136
```

Calculated values
* charge: 0
* relative energy (zero: lowest compared OMol25 entry of this formula, charge and spin): 531.0 kJ/mol
* multiplicity: 1

No. 2
Below is a 2-piece molecular cluster, C2N4 overall at a distorted geometry, with properties calculated with ωB97M-V with the def2-TZVPD basis set.

```
6
Properties=species:S:1:pos:R:3:nbo_charge:R:1
C 0.23 -1.15 -0.41 0.157
C -0.86 -0.77 0.29 0.159
N 1.17 -1.40 -1.00 -0.160
N -1.79 -0.45 0.88 -0.159
N 0.08 2.03 0.12 0.000
N 1.16 1.74 0.12 0.003
```

Calculated values
* charge: 0
* relative energy (zero: lowest compared OMol25 entry of this formula, charge and spin): 7.7 kJ/mol
* SMILES: N#CC#N.N#N
* multiplicity: 1

No. 3
Below is one molecule with the formula C4H7N3OS at a distorted geometry, with properties calculated with ωB97M-V with the def2-TZVPD basis set.

```
16
Properties=species:S:1:pos:R:3:nbo_charge:R:1
C 1.09 2.91 -0.81 -0.430
C 0.50 0.50 -0.81 0.377
C 0.17 -1.53 -0.14 0.735
C -1.31 -1.53 1.87 -0.443
H 0.06 3.42 -0.48 0.185
H 1.49 3.77 -1.64 0.224
H 1.92 2.82 0.01 0.233
H 0.24 1.75 -2.25 0.396
H -2.54 -1.38 2.06 0.194
H -0.99 -2.79 1.87 0.282
H -1.13 -1.10 2.84 0.199
N 0.92 1.67 -1.45 -0.653
N 0.70 -0.73 -1.05 -0.485
N -0.65 -0.87 0.80 -0.610
O 0.26 -2.75 -0.08 -0.599
S -0.67 0.81 0.59 0.396
```

Calculated values
* charge: 0
* relative energy (zero: lowest compared OMol25 entry of this formula, charge and spin): 282.8 kJ/mol
* SMILES: CNc1nc(=O)n(C)s1
* multiplicity: 1

No. 4
Below is a 2-piece molecular cluster, H4NPS overall, with properties calculated with ωB97M-V with the def2-TZVPD basis set.

```
7
Properties=species:S:1:pos:R:3:nbo_charge:R:1
N 1.33 0.07 -0.70 -1.050
P -1.64 1.10 -0.04 0.053
S -2.93 -0.41 -0.28 -0.199
H 1.52 0.07 0.30 0.361
H 1.28 1.03 -1.02 0.365
H 0.43 -0.37 -0.86 0.359
H -3.36 -0.66 0.99 0.112
```

Calculated values
* charge: 0
* relative energy (zero: lowest compared OMol25 entry of this formula, charge and spin): 170.4 kJ/mol
* multiplicity: 1

No. 5
Below is C24H33ClI2OP3W as an isolated structure at a distorted geometry, with properties calculated with ωB97M-V with the def2-TZVPD basis set.

```
65
Properties=species:S:1:pos:R:3:nbo_charge:R:1
I -4.99 -1.96 -3.52 0.144
I -0.64 -1.74 -3.21 0.193
W -2.78 -0.86 -1.99 0.367
P -2.01 1.40 -2.46 1.115
C -0.38 1.83 -3.13 -0.952
C -3.14 1.45 -3.93 -0.963
H -3.01 2.45 -4.42 0.302
H -2.61 3.72 -2.16 0.285
H -4.20 1.31 -3.63 0.280
H -3.51 2.64 -1.06 0.282
H 0.01 1.04 -3.80 0.276
H -2.86 0.69 -4.68 0.275
C -2.55 2.84 -1.52 -0.956
H -0.45 2.81 -3.68 0.283
H -1.81 3.02 -0.74 0.264
H 0.31 1.95 -2.27 0.270
P -2.37 -2.52 -0.18 1.135
C -0.85 -3.48 0.06 -0.948
C -3.07 -2.35 1.46 -0.964
H -4.58 -3.25 -1.04 0.279
H -3.63 -4.63 -0.33 0.294
H -3.22 -4.00 -1.98 0.272
C -3.56 -3.71 -0.96 -0.962
H -3.96 -1.73 1.43 0.281
H -3.31 -3.33 1.87 0.284
H -1.12 -4.41 0.63 0.281
H -0.14 -2.88 0.66 0.269
H -2.34 -1.88 2.12 0.264
H -0.37 -3.75 -0.90 0.275
Cl -4.35 0.16 -0.52 -0.249
O 0.72 -0.58 -0.82 -1.144
P 1.24 0.12 0.42 1.924
C 0.98 1.90 0.34 -0.464
C 1.87 2.65 -0.46 -0.218
C 1.83 4.06 -0.40 -0.175
C 0.89 4.74 0.38 -0.170
C 0.01 3.97 1.14 -0.184
C 0.01 2.57 1.11 -0.196
C 0.85 -0.81 1.91 -0.451
C 1.76 -1.79 2.34 -0.193
C 1.56 -2.40 3.58 -0.180
C 0.46 -2.10 4.40 -0.156
C -0.39 -1.11 3.93 -0.184
C -0.23 -0.47 2.71 -0.212
C 3.13 0.03 0.35 -0.307
C 3.97 0.69 1.26 0.054
C 5.35 0.43 1.21 -0.179
C 5.91 -0.46 0.31 -0.159
C 5.05 -1.06 -0.60 0.111
C 3.67 -0.85 -0.62 -0.228
H 2.62 2.15 -1.11 0.236
H 2.58 4.63 -0.96 0.249
H 0.95 5.83 0.57 0.267
H -0.70 4.42 1.82 0.246
H -0.69 1.98 1.72 0.221
H 2.62 -2.02 1.70 0.225
H 2.30 -3.11 3.91 0.247
H 0.35 -2.52 5.43 0.270
H -1.24 -0.78 4.53 0.242
H -0.92 0.31 2.36 0.214
H 3.51 1.43 1.93 0.257
H 6.01 0.95 1.90 0.267
H 6.98 -0.62 0.30 0.277
H 5.46 -1.70 -1.35 0.237
H 3.01 -1.29 -1.38 0.278
```

Calculated values
* ⟨S²⟩: 2.05
* charge: +3
* DFT total energy: -3155.32974 a.u.
* multiplicity: 3

No. 6
Below is C26H22ClN3PReS2 as an isolated structure at a distorted geometry, with properties calculated with ωB97M-V with the def2-TZVPD basis set.

```
56
Properties=species:S:1:pos:R:3:nbo_charge:R:1
Re 1.19 1.02 -1.03 0.688
C 5.56 -0.97 2.15 -0.736
S 4.97 -1.31 0.48 0.500
C 3.68 -0.22 0.34 -0.081
S 2.89 -0.31 -1.31 0.344
N 3.27 0.63 1.22 -0.306
N 2.21 1.38 0.76 -0.296
C 1.92 2.47 1.39 0.140
C 0.87 3.29 0.80 0.141
C 0.43 4.47 1.36 -0.165
C -0.57 5.19 0.70 -0.057
C -1.10 4.70 -0.48 -0.206
C -0.62 3.51 -0.99 0.124
N 0.35 2.81 -0.37 -0.556
H 6.33 -1.71 2.33 0.278
H 4.75 -1.08 2.86 0.254
H 5.98 0.03 2.18 0.261
H 2.46 2.75 2.28 0.269
H 0.87 4.83 2.28 0.273
H -0.92 6.13 1.12 0.275
H -1.88 5.24 -1.01 0.279
H -1.01 3.09 -1.91 0.237
Cl 0.30 0.79 -3.24 0.188
C -0.64 -0.76 -3.30 0.128
C -1.05 -1.18 -4.54 -0.253
C -1.76 -2.38 -4.57 -0.114
C -2.02 -3.09 -3.41 -0.169
C -1.58 -2.62 -2.18 -0.130
C -0.87 -1.42 -2.11 -0.528
P -0.34 -0.74 -0.53 1.344
C -1.65 0.27 0.14 -0.485
C -1.50 0.85 1.41 -0.194
C -2.50 1.64 1.92 -0.194
C -3.66 1.86 1.18 -0.125
C -3.82 1.30 -0.08 -0.208
C -2.81 0.50 -0.61 -0.109
C 0.12 -2.06 0.56 -0.461
C -0.70 -2.36 1.66 -0.173
C -0.42 -3.47 2.44 -0.175
C 0.66 -4.28 2.14 -0.146
C 1.47 -4.01 1.04 -0.131
C 1.20 -2.90 0.25 -0.208
H -0.83 -0.63 -5.44 0.271
H -2.11 -2.76 -5.53 0.267
H -2.57 -4.02 -3.46 0.265
H -1.78 -3.19 -1.28 0.252
H -0.60 0.65 1.99 0.230
H -2.40 2.06 2.91 0.250
H -4.46 2.47 1.60 0.257
H -4.73 1.46 -0.64 0.258
H -2.95 0.05 -1.58 0.230
H -1.55 -1.74 1.90 0.235
H -1.05 -3.69 3.29 0.254
H 0.87 -5.15 2.75 0.255
H 2.29 -4.66 0.79 0.241
H 1.81 -2.73 -0.63 0.217
```

Calculated values
* ⟨S²⟩: 0.76
* charge: +3
* DFT total energy: -2843.45420 a.u.
* multiplicity: 2

No. 7
Below is one molecule with the formula C3H8N2O2, with properties calculated with ωB97M-V with the def2-TZVPD basis set.

```
15
Properties=species:S:1:pos:R:3:nbo_charge:R:1
N 2.32 1.10 -0.52 -0.843
C 1.04 0.77 -0.08 0.789
O 0.46 1.46 0.75 -0.682
N 0.54 -0.37 -0.66 -0.631
C -0.83 -0.87 -0.54 -0.241
C -1.50 -0.67 0.82 -0.072
O -2.07 0.59 0.99 -0.734
H 2.75 1.80 0.06 0.402
H 2.93 0.34 -0.79 0.382
H 1.02 -0.66 -1.50 0.388
H -0.77 -1.94 -0.74 0.199
H -1.48 -0.42 -1.30 0.196
H -0.79 -0.93 1.62 0.166
H -2.32 -1.40 0.87 0.182
H -1.32 1.20 1.02 0.498
```

Calculated values
* charge: 0
* relative energy (zero: lowest compared OMol25 entry of this formula, charge and spin): 26.3 kJ/mol
* SMILES: NC(=O)NCCO
* multiplicity: 1

No. 8
Below is C41H59EuN4SSb as an isolated structure at a distorted geometry, with properties calculated with ωB97M-V with the def2-TZVPD basis set.

```
107
Properties=species:S:1:pos:R:3:mulliken_charge:R:1
Eu 13.25 12.96 11.94 1.077
C 16.42 7.28 13.44 -1.081
C 17.01 8.32 12.51 -0.955
C 16.28 9.65 12.82 0.125
C 16.49 10.35 13.99 -0.190
C 17.39 9.97 15.15 -0.719
C 18.45 11.06 15.43 -1.134
C 15.49 11.51 13.95 0.100
N 14.69 11.39 12.80 0.075
C 15.10 10.31 12.18 0.433
C 14.56 9.63 11.09 -0.384
C 13.35 9.96 10.48 0.524
C 12.78 9.27 9.28 0.846
C 13.33 7.95 8.75 -0.898
C 13.40 6.79 9.81 -0.901
C 11.64 9.98 8.94 -0.044
C 11.49 11.07 9.97 0.245
C 10.45 11.90 10.09 -0.592
C 10.16 12.93 11.16 0.281
N 10.93 13.11 12.23 -0.397
C 10.11 13.80 13.10 -0.548
C 10.70 14.16 14.40 -0.464
C 11.93 13.95 14.91 0.732
N 12.94 13.20 14.26 -0.449
C 13.98 13.10 15.15 -0.356
C 15.18 12.29 15.04 -0.312
C 13.62 13.90 16.35 0.595
C 12.40 14.48 16.20 0.421
C 11.62 15.39 17.09 -0.858
C 10.52 14.64 17.82 -1.211
C 14.48 13.97 17.64 -1.109
C 14.05 12.87 18.61 -1.000
C 8.81 14.00 12.60 0.581
C 8.84 13.50 11.29 0.389
C 7.78 13.54 10.29 -1.143
C 8.02 14.78 9.32 -1.220
C 7.64 14.58 13.24 -1.197
C 6.71 13.43 13.63 -1.103
N 12.55 11.02 10.86 -0.513
C 10.63 9.66 7.85 -0.912
C 11.15 10.11 6.47 -1.249
H 16.89 6.26 13.27 0.344
H 15.36 7.16 13.42 0.301
H 16.75 7.53 14.50 0.331
H 16.94 8.01 11.46 0.436
H 18.04 8.47 12.80 0.525
H 17.96 9.01 14.90 0.276
H 16.80 9.86 16.06 0.371
H 18.85 11.49 14.46 0.262
H 19.26 10.59 15.91 0.446
H 18.01 11.90 16.01 0.281
H 15.01 8.70 10.86 -0.114
H 14.40 8.15 8.40 0.282
H 12.77 7.63 7.84 0.410
H 14.15 7.05 10.49 0.170
H 13.65 5.85 9.30 0.421
H 12.43 6.65 10.39 0.279
H 9.63 12.03 9.33 0.139
H 10.00 14.71 15.04 0.178
H 15.81 12.17 15.88 0.490
H 11.12 16.16 16.48 0.326
H 12.30 16.00 17.71 0.437
H 9.88 14.16 17.10 0.292
H 9.82 15.31 18.31 0.435
H 10.82 13.82 18.46 0.251
H 14.24 14.97 18.01 0.529
H 15.53 13.94 17.42 0.448
H 12.96 12.88 18.68 0.178
H 14.25 13.09 19.66 0.407
H 14.40 11.87 18.24 0.237
H 6.80 13.68 10.73 0.399
H 7.60 12.65 9.64 0.517
H 8.41 15.61 9.87 0.373
H 7.10 14.98 8.77 0.427
H 8.89 14.52 8.67 0.276
H 7.31 15.35 12.55 0.402
H 7.93 15.12 14.12 0.455
H 6.68 12.76 12.73 0.247
H 5.73 13.56 13.99 0.431
H 7.26 12.82 14.39 0.294
H 9.67 10.12 8.09 0.346
H 10.36 8.60 7.82 0.404
H 11.38 11.15 6.36 0.295
H 10.51 9.85 5.65 0.456
H 12.08 9.63 6.29 0.355
C 12.64 16.45 11.59 -0.758
S 14.24 15.93 12.13 0.016
C 14.30 16.51 13.87 -0.433
H 12.57 17.57 11.74 0.377
H 11.80 16.05 12.13 0.155
H 12.45 16.20 10.55 0.325
H 14.05 17.57 13.85 0.505
H 15.34 16.30 14.24 0.294
H 13.68 15.88 14.45 -0.202
C 14.84 12.13 7.67 -0.972
Sb 15.27 13.58 9.09 0.601
C 17.10 12.91 9.89 -1.149
C 15.99 14.93 7.62 -1.327
H 15.80 11.97 7.04 0.447
H 14.07 12.47 6.94 0.366
H 14.49 11.21 8.10 -0.014
H 17.72 12.32 9.25 0.488
H 17.06 12.34 10.84 0.132
H 17.74 13.76 10.20 0.453
H 16.96 14.61 7.34 0.412
H 15.98 15.93 7.98 0.375
H 15.29 14.75 6.82 0.384
```

Calculated values
* ⟨S²⟩: 12.11
* charge: +1
* relative energy (zero: lowest compared OMol25 entry of this formula, charge and spin): 447.9 kJ/mol
* multiplicity: 7

No. 9
Below is C34H34N5O2Sc as an isolated structure at a distorted geometry, with properties calculated with ωB97M-V with the def2-TZVPD basis set.

```
76
Properties=species:S:1:pos:R:3:mulliken_charge:R:1
Sc 0.55 1.24 -0.59 -0.339
C 4.65 2.11 -0.99 -1.368
C 3.21 2.42 -1.18 1.040
O 2.41 1.38 -1.22 -0.479
C 2.78 3.71 -1.31 -1.338
C 1.40 4.12 -1.47 1.072
C 1.09 5.53 -1.85 -1.401
N 0.44 3.27 -1.27 0.394
N -0.87 3.74 -1.47 -0.887
C -1.70 2.76 -1.34 0.436
O -1.36 1.50 -1.10 -0.556
C -3.15 3.06 -1.52 0.242
C -4.04 2.02 -1.77 -0.229
C -5.39 2.28 -1.95 -0.679
C -5.86 3.59 -1.86 -0.362
C -4.98 4.63 -1.60 -0.668
C -3.63 4.36 -1.43 -0.346
H 5.04 1.61 -1.88 0.308
H 4.76 1.41 -0.16 0.302
H 5.24 3.00 -0.80 0.371
H 3.53 4.49 -1.33 0.244
H 2.00 6.09 -2.07 0.405
H 0.54 6.02 -1.04 0.294
H 0.43 5.55 -2.72 0.339
H -3.66 1.01 -1.81 0.378
H -6.08 1.47 -2.15 0.395
H -6.92 3.79 -1.99 0.378
H -5.34 5.64 -1.52 0.374
H -2.92 5.16 -1.22 0.434
C -2.28 -2.95 1.62 -1.274
C -1.24 -3.98 1.98 1.332
C -1.48 -4.92 2.98 -0.733
C -0.55 -5.90 3.29 -0.667
C 0.65 -5.97 2.60 -0.671
C 0.91 -5.04 1.61 -0.493
C -0.02 -4.05 1.31 -0.534
N 0.28 -3.12 0.27 0.465
C 0.48 -1.78 0.46 0.336
N 0.56 -1.40 1.75 0.233
C 0.60 -0.09 2.35 0.126
C 0.62 1.08 1.60 0.619
C 0.66 2.27 2.34 0.215
C 0.68 2.31 3.72 -1.385
C 0.67 1.11 4.42 -0.629
C 0.62 -0.11 3.75 0.674
C 0.60 -1.41 4.53 -1.437
N 0.62 -0.95 -0.54 0.705
C 0.64 -1.46 -1.87 -0.325
C -0.46 -1.29 -2.70 -0.740
C -0.42 -1.70 -4.02 -0.926
C 0.74 -2.28 -4.52 -0.627
C 1.85 -2.44 -3.69 -0.948
C 1.83 -2.02 -2.37 1.347
C 3.05 -2.10 -1.50 -0.992
H -3.23 -3.19 2.10 0.499
H -2.44 -2.91 0.54 0.288
H -2.00 -1.94 1.93 0.215
H -2.42 -4.88 3.52 0.395
H -0.77 -6.62 4.08 0.406
H 1.38 -6.74 2.83 0.404
H 1.85 -5.05 1.07 0.477
H 0.45 -3.46 -0.67 0.307
H 0.51 -2.16 2.40 -0.139
H 0.67 3.22 1.81 0.457
H 0.71 3.25 4.26 0.408
H 0.68 1.10 5.51 0.330
H 0.63 -1.21 5.60 0.382
H 1.46 -2.05 4.29 0.366
H -0.30 -2.00 4.33 0.273
H -1.35 -0.82 -2.29 0.602
H -1.28 -1.55 -4.66 0.443
H 0.79 -2.60 -5.56 0.417
H 2.76 -2.87 -4.09 0.431
H 3.90 -2.47 -2.06 0.485
H 2.92 -2.75 -0.63 0.064
H 3.29 -1.10 -1.11 0.060
```

Calculated values
* charge: 0
* relative energy (zero: lowest compared OMol25 entry of this formula, charge and spin): 0.0 kJ/mol
* multiplicity: 1

No. 10
Below is an isolated ion of composition C5H11N2O2 and charge +1 at a distorted geometry, with properties calculated with ωB97M-V with the def2-TZVPD basis set.

```
20
Properties=species:S:1:pos:R:3:nbo_charge:R:1
C 1.12 1.08 0.37 0.395
C 0.64 1.51 -1.85 -0.244
C -0.26 0.32 -1.42 -0.233
C -1.59 -0.89 1.48 -0.653
C -0.27 -1.14 0.72 0.643
N 1.40 1.85 -0.63 -0.501
N 0.11 0.08 0.02 -0.401
O 0.63 -1.49 1.67 -0.716
O -0.42 -2.09 -0.23 -0.682
H 1.49 1.11 1.40 0.263
H 1.40 1.28 -2.71 0.248
H 0.04 2.43 -2.10 0.241
H -1.31 0.43 -1.50 0.236
H 0.09 -0.60 -1.99 0.240
H -1.33 -0.32 2.37 0.210
H -2.41 -0.31 0.93 0.237
H -1.96 -1.93 1.69 0.252
H 2.00 2.69 -0.56 0.457
H 0.23 -1.49 2.63 0.518
H 0.41 -2.50 -0.30 0.490
```

Calculated values
* charge: +1
* relative energy (zero: lowest compared OMol25 entry of this formula, charge and spin): 86.4 kJ/mol
* SMILES: CC(O)(O)[N+]1=CNCC1
* multiplicity: 1